Entry 1:
DFT (ωB97M-V/def2-TZVPD) results for a 7-piece molecular cluster, C28H77N7O7 overall.

Geometry as XYZ:
```
119
Properties=species:S:1:pos:R:3:lowdin_charge:R:1
C -6.70 -37.41 -13.46 -0.16
O -7.25 -38.29 -12.53 -0.22
C -7.55 -39.59 -12.99 -0.22
C -7.98 -40.51 -11.82 -0.47
C -7.00 -40.43 -10.58 -0.03
N -8.31 -41.80 -12.33 0.03
H -7.44 -37.00 -14.36 0.14
H -5.83 -37.87 -13.95 0.03
H -6.19 -36.47 -12.90 0.13
H -8.39 -39.55 -13.89 0.16
H -6.58 -39.92 -13.62 0.14
H -8.79 -39.91 -11.40 0.13
H -6.02 -40.81 -10.73 0.05
H -7.53 -41.32 -9.83 0.15
H -7.16 -39.64 -9.99 0.00
H -8.96 -41.69 -13.17 0.06
H -7.41 -42.34 -12.56 0.13
C -6.32 -42.83 -18.54 -0.10
O -5.56 -42.08 -17.63 -0.18
C -4.85 -41.01 -18.30 -0.18
C -4.68 -39.86 -17.25 -0.45
C -6.01 -39.37 -16.71 -0.06
N -4.01 -38.75 -17.90 0.04
H -5.70 -43.31 -19.28 0.09
H -7.03 -42.13 -18.82 0.08
H -6.64 -43.73 -18.32 0.02
H -3.83 -41.18 -18.59 0.09
H -5.47 -40.76 -19.26 0.14
H -3.87 -40.33 -16.56 0.16
H -6.38 -40.20 -15.95 0.08
H -6.79 -39.64 -17.62 0.13
H -6.05 -38.36 -16.17 0.05
H -4.08 -37.85 -17.23 0.11
H -4.56 -38.44 -18.61 0.00
C -9.74 -41.45 -16.01 -0.04
O -10.06 -41.82 -14.67 -0.22
C -11.34 -42.26 -14.61 -0.28
C -11.62 -42.84 -13.28 -0.49
C -10.85 -44.18 -13.08 -0.07
N -13.02 -42.99 -12.87 0.02
H -10.28 -40.52 -16.26 0.12
H -9.86 -42.03 -16.64 -0.06
H -8.52 -41.48 -16.02 0.16
H -11.84 -41.37 -14.99 0.12
H -11.70 -42.87 -15.48 0.15
H -11.11 -42.22 -12.62 0.09
H -10.98 -44.69 -12.00 0.12
H -9.72 -44.02 -13.28 0.09
H -11.18 -44.83 -13.94 0.08
H -13.13 -41.99 -12.52 0.09
H -12.93 -43.47 -11.88 0.11
C -2.21 -42.33 -22.38 -0.11
O -1.88 -40.98 -22.15 -0.23
C -1.59 -40.57 -20.78 -0.19
C -0.88 -39.24 -20.65 -0.51
C 0.60 -39.31 -21.01 -0.07
N -1.05 -38.73 -19.37 0.01
H -2.45 -42.45 -23.38 0.05
H -2.92 -42.53 -21.55 0.08
H -1.19 -43.04 -22.14 0.14
H -2.63 -40.40 -20.30 0.11
H -1.09 -41.27 -20.32 0.07
H -1.47 -38.42 -21.39 0.20
H 0.70 -39.71 -22.02 0.07
H 1.35 -39.68 -20.35 0.06
H 1.08 -38.29 -21.12 0.09
H -0.83 -39.41 -18.63 0.09
H -2.13 -38.56 -19.31 0.08
C -3.14 -37.53 -14.81 0.00
O -4.15 -36.70 -15.44 -0.25
C -3.82 -35.40 -15.69 -0.25
C -4.97 -34.63 -16.24 -0.48
C -5.52 -35.32 -17.47 -0.08
N -4.57 -33.26 -16.66 0.03
H -3.07 -37.02 -13.97 0.05
H -2.50 -37.65 -15.54 0.04
H -3.60 -38.52 -14.56 0.11
H -3.65 -34.65 -14.85 0.15
H -3.09 -35.33 -16.64 0.18
H -5.78 -34.59 -15.70 0.08
H -6.08 -36.35 -17.08 0.12
H -4.88 -35.58 -18.26 0.05
H -6.43 -34.87 -17.97 0.08
H -5.44 -32.72 -17.01 0.11
H -4.29 -32.68 -15.90 0.04
C -4.90 -39.09 -22.08 -0.06
O -6.08 -38.85 -21.34 -0.19
C -6.38 -37.56 -21.36 -0.25
C -7.69 -37.17 -20.56 -0.41
C -8.86 -37.61 -21.42 -0.09
N -7.86 -35.77 -20.56 -0.03
H -4.77 -40.10 -22.16 0.03
H -4.06 -38.82 -21.19 0.15
H -4.87 -38.77 -23.07 0.08
H -5.45 -37.18 -20.67 0.15
H -6.37 -36.99 -22.22 0.10
H -7.83 -37.47 -19.58 0.11
H -8.92 -37.43 -22.43 0.05
H -9.89 -37.41 -20.99 0.10
H -9.04 -38.63 -21.26 0.04
H -7.65 -35.32 -21.59 0.15
H -8.70 -35.32 -20.15 0.09
C -5.95 -43.25 -22.49 -0.09
O -5.51 -44.25 -21.58 -0.24
C -5.50 -45.59 -22.13 -0.17
C -6.88 -46.24 -21.86 -0.37
C -7.00 -46.34 -20.36 -0.07
N -6.89 -47.58 -22.53 0.04
H -5.72 -42.32 -22.02 0.06
H -7.01 -43.49 -22.44 0.08
H -5.50 -43.35 -23.52 0.11
H -5.27 -45.52 -23.16 0.10
H -4.69 -46.02 -21.81 0.07
H -7.91 -45.59 -22.06 0.19
H -6.24 -46.61 -19.91 -0.02
H -7.83 -46.97 -20.04 0.09
H -7.26 -45.28 -19.81 0.13
H -6.14 -48.10 -22.22 0.04
H -6.94 -47.50 -23.54 0.07
```

Properties
Total charge: 0
ΔE to the lowest compared entry with this formula, charge and spin, kJ/mol: 1712.50
Energy, hartree: -2022.219173
Frontier orbital gap, eV: 9.099

---

Entry 2:
DFT (ωB97M-V/def2-TZVPD) results for a 7-piece molecular cluster, C28H77N7O7 overall.

Geometry as XYZ:
```
119
Properties=species:S:1:pos:R:3:lowdin_charge:R:1
C -4.72 4.59 -1.50 -0.13
O -4.42 3.24 -1.64 -0.20
C -3.38 3.01 -2.57 -0.24
C -3.80 3.15 -3.98 -0.45
C -4.92 2.21 -4.42 -0.04
N -2.64 2.82 -4.85 0.04
H -3.75 4.97 -0.99 0.12
H -5.52 4.76 -0.79 0.08
H -4.93 5.23 -2.38 0.09
H -2.52 3.61 -2.36 0.12
H -3.20 1.89 -2.49 0.14
H -4.12 4.22 -4.07 0.14
H -4.49 1.23 -4.54 0.06
H -5.33 2.49 -5.39 0.08
H -5.78 2.22 -3.74 0.08
H -1.89 3.47 -4.78 0.05
H -2.29 1.90 -4.55 0.07
C 6.03 -1.35 2.19 -0.07
O 6.58 -2.08 1.06 -0.20
C 5.78 -3.15 0.64 -0.20
C 4.65 -2.68 -0.32 -0.43
C 4.03 -3.87 -1.07 -0.06
N 5.01 -1.61 -1.24 0.05
H 6.35 -1.79 3.16 0.09
H 4.95 -1.36 2.12 0.06
H 6.44 -0.33 2.26 0.09
H 6.35 -3.93 0.17 0.12
H 5.28 -3.52 1.57 0.12
H 3.76 -2.36 0.26 0.11
H 4.86 -4.27 -1.61 0.06
H 3.33 -3.51 -1.83 0.08
H 3.58 -4.55 -0.40 0.06
H 5.55 -0.86 -0.86 0.06
H 5.49 -1.98 -2.08 0.09
C 0.80 -2.29 0.95 -0.13
O 1.76 -1.89 1.82 -0.18
C 1.10 -1.73 3.05 -0.20
C 2.13 -1.81 4.23 -0.42
C 2.92 -3.16 4.13 -0.05
N 1.55 -1.67 5.52 0.04
H 0.09 -1.54 0.69 0.06
H 0.18 -3.14 1.33 0.09
H 1.34 -2.51 0.10 0.06
H 0.62 -0.70 3.05 0.12
H 0.33 -2.58 3.12 0.13
H 2.83 -0.94 4.04 0.12
H 2.22 -3.95 4.43 0.08
H 3.65 -3.19 4.95 0.08
H 3.30 -3.28 3.16 0.03
H 1.93 -0.94 6.08 0.07
H 0.59 -1.87 5.71 0.07
C -2.47 -3.05 1.47 -0.10
O -2.51 -1.69 1.07 -0.21
C -2.67 -0.75 2.08 -0.23
C -2.92 0.62 1.52 -0.44
C -1.81 1.16 0.70 -0.06
N -3.32 1.51 2.64 0.04
H -1.69 -3.28 2.20 0.07
H -2.23 -3.58 0.60 0.07
H -3.47 -3.32 1.90 0.11
H -3.50 -1.15 2.70 0.13
H -1.81 -0.75 2.77 0.12
H -3.83 0.52 0.93 0.13
H -0.85 1.15 1.31 0.10
H -2.00 2.23 0.60 0.08
H -1.68 0.69 -0.24 0.05
H -2.46 1.84 3.13 0.08
H -3.74 2.31 2.19 0.06
C 5.69 4.38 2.74 -0.11
O 4.76 3.45 2.20 -0.16
C 3.70 3.32 3.16 -0.24
C 2.76 2.23 2.79 -0.41
C 1.46 2.31 3.65 -0.04
N 3.39 0.87 2.77 0.08
H 6.63 4.35 2.29 0.07
H 5.90 4.31 3.77 0.07
H 5.23 5.36 2.65 0.09
H 4.08 3.36 4.19 0.13
H 3.12 4.24 3.04 0.12
H 2.52 2.55 1.74 0.14
H 1.66 2.11 4.68 0.07
H 0.71 1.61 3.25 0.05
H 1.09 3.35 3.52 0.09
H 4.18 0.90 2.19 0.03
H 2.77 0.27 2.19 0.07
C -0.35 -1.31 -1.99 -0.10
O 0.20 -0.12 -1.38 -0.22
C 1.41 0.16 -1.98 -0.24
C 2.05 1.39 -1.30 -0.36
C 1.03 2.54 -1.42 -0.05
N 3.34 1.85 -1.94 0.07
H -0.79 -1.10 -3.03 0.10
H -1.09 -1.70 -1.28 0.08
H 0.39 -2.10 -2.21 0.09
H 2.08 -0.74 -1.98 0.12
H 1.24 0.33 -3.08 0.14
H 2.25 1.20 -0.30 0.09
H 0.90 2.69 -2.47 0.06
H 1.46 3.43 -1.02 0.07
H 0.08 2.27 -0.91 0.07
H 3.23 2.28 -2.84 0.07
H 4.06 1.23 -1.86 0.01
C -5.64 -0.45 -1.38 -0.07
O -6.03 -0.93 -2.68 -0.20
C -5.97 -2.33 -2.89 -0.22
C -4.91 -2.66 -3.97 -0.38
C -3.45 -2.27 -3.46 -0.07
N -5.08 -1.88 -5.23 0.04
H -4.69 0.10 -1.43 0.07
H -5.56 -1.26 -0.72 0.06
H -6.39 0.25 -0.97 0.10
H -5.79 -2.92 -1.95 0.13
H -6.91 -2.70 -3.29 0.11
H -5.00 -3.73 -4.09 0.12
H -2.91 -2.74 -2.66 0.05
H -3.39 -1.19 -3.22 0.06
H -2.78 -2.45 -4.29 0.06
H -5.29 -0.93 -4.94 0.04
H -6.01 -2.23 -5.58 0.08
```

Properties
Total charge: 0
ΔE to the lowest compared entry with this formula, charge and spin, kJ/mol: 350.48
Energy, hartree: -2022.737936
Frontier orbital gap, eV: 9.371